<w>
DFT (wB97M-V/def2-TZVPD) results for a structure of composition C62H74Ge2IrN7S4.

Structure (XYZ):
```
150
Properties=species:S:1:pos:R:3:mulliken_charge:R:1
Ir -0.231 -0.339 -1.091 3.024
Ge 3.748 0.835 -1.309 0.020
Ge 5.295 0.381 1.241 -0.563
S 4.682 -0.992 -0.448 -0.263
S 3.856 1.998 0.558 0.301
S 1.477 -0.898 2.586 -0.222
S 1.713 0.255 -2.093 -0.450
N -0.538 -1.033 5.897 -0.499
N -2.251 -1.237 -1.389 -0.815
N 0.169 -2.443 -0.630 -0.693
N -0.104 0.644 0.776 0.230
N -2.236 -0.592 1.970 -0.737
N -4.465 -3.225 4.748 -0.501
N -1.120 1.484 -1.555 1.733
C -0.295 2.081 0.511 -0.243
C 1.749 -1.836 1.115 1.761
C 5.249 -0.128 3.134 0.819
C 1.516 5.468 3.280 -1.730
C 2.344 3.476 -2.855 1.009
C 8.877 -1.159 -2.637 0.499
C -3.501 0.790 -2.015 -1.225
C 4.558 3.168 3.385 0.787
C -2.455 -1.663 4.278 -0.199
C 6.344 -1.520 4.793 -0.319
C 1.070 0.598 1.723 -0.323
C 4.258 3.799 -4.306 -0.316
C 2.016 0.766 4.976 -1.879
C -1.413 -1.336 5.206 0.190
C 0.004 3.737 -3.401 -0.681
C 5.761 1.685 -3.287 -1.070
C 5.257 0.509 5.461 -0.110
C -0.183 4.608 -2.321 0.641
C 2.383 4.244 3.484 0.212
C 3.732 4.270 3.168 -0.476
C 5.417 -3.453 2.354 0.458
C 7.822 2.254 -1.314 -1.511
C 4.234 -3.596 3.285 -1.301
C 7.486 -2.339 1.737 1.653
C -3.362 -0.337 -1.004 -0.517
C 8.848 0.038 -1.929 -0.659
C 0.907 4.878 -1.511 -0.623
C 3.717 3.019 -3.289 -0.302
C -2.369 -1.104 3.016 0.540
C 6.253 2.495 -4.313 -0.316
C -1.458 2.258 -0.366 -1.092
C 7.758 -1.505 -3.381 -0.952
C 5.976 -1.296 3.469 -0.134
C 8.503 -1.239 1.945 -1.548
C 0.518 -2.644 0.792 -1.125
C 2.656 1.956 4.287 0.151
C 4.877 0.781 4.150 -0.647
C -1.504 5.314 -2.111 -1.511
C -1.012 -3.250 -1.018 -0.731
C 6.289 -2.363 2.466 0.314
C 3.334 4.840 -0.924 -1.455
C 1.410 2.317 -4.914 -1.962
C 10.120 -2.016 -2.665 -1.800
C 6.673 -0.644 -3.518 1.109
C 6.714 0.599 -2.881 1.387
C 4.473 1.933 -2.761 1.045
C 7.188 -5.535 -0.311 -1.559
C 1.867 3.084 4.054 0.042
C 5.478 -1.083 -4.334 -1.754
C 5.513 3.542 -4.824 -1.178
C -2.273 -2.524 -0.664 -0.651
C 6.009 -0.609 5.782 -1.279
C 6.864 -4.430 0.666 0.558
C 2.180 4.349 -1.774 0.475
C 6.051 3.334 3.152 -1.825
C 4.009 1.986 3.903 1.305
C -3.557 -2.533 4.571 -0.027
C 7.747 -3.373 0.848 -0.953
C 7.785 0.928 -2.044 0.497
C -2.194 1.354 -2.562 -0.718
C 5.708 -4.459 1.437 -1.223
C 1.243 3.178 -3.684 0.725
H 8.787 -1.161 2.997 0.317
H 6.341 -6.208 -0.448 0.376
H 0.611 2.457 0.023 -0.081
H -4.107 1.569 -1.545 0.430
H 9.700 0.314 -1.311 0.442
H 1.942 -1.114 0.328 -2.220
H 10.726 -1.882 -1.767 0.381
H 7.241 2.280 -4.707 0.524
H 0.455 5.213 3.312 0.376
H 8.677 -3.360 0.288 0.403
H 7.460 -5.124 -1.288 0.308
H -0.343 -2.324 1.376 0.268
H -3.144 -3.120 -0.933 0.551
H 7.744 -2.456 -3.912 0.433
H 6.291 3.459 2.094 0.139
H 8.118 -0.260 1.647 0.144
H 2.649 -2.434 1.209 0.302
H 1.731 5.954 2.325 0.330
H 2.520 -0.172 4.749 0.325
H -0.968 -3.425 -2.097 0.367
H -1.622 3.309 -0.597 0.045
H 1.697 6.205 4.066 0.380
H -4.307 -0.879 -0.952 0.646
H -4.063 0.456 -2.889 0.404
H -1.569 5.756 -1.115 0.405
H 10.744 -1.739 -3.519 0.378
H 4.907 -0.240 -4.720 0.283
H -0.981 -4.218 -0.522 0.461
H 0.964 0.670 4.699 0.252
H 0.819 3.055 4.352 0.516
H 3.519 -4.329 2.902 0.417
H 3.415 5.927 -1.011 0.640
H 6.878 2.460 -0.802 0.171
H 7.992 3.085 -2.005 0.345
H -2.333 -2.310 0.400 0.068
H -2.398 2.322 -3.013 0.276
H -2.360 4.649 -2.254 0.327
H 4.805 -1.685 -3.711 0.197
H 5.784 -1.705 -5.177 0.535
H 4.966 1.211 6.237 0.558
H -2.364 1.862 0.090 0.770
H 0.438 2.009 -5.308 0.440
H 2.042 0.898 6.062 0.628
H 1.999 1.423 -4.705 0.302
H 3.727 -2.645 3.456 -0.093
H 4.563 -3.952 4.267 0.412
H 5.028 -5.304 1.345 0.373
H -3.148 0.009 -0.002 -0.033
H 0.794 5.576 -0.682 0.430
H 0.843 1.290 2.535 0.679
H -1.617 6.125 -2.834 0.404
H 6.325 -0.775 6.805 0.433
H -0.929 0.229 1.263 -0.025
H -0.419 2.622 1.448 0.924
H 5.914 4.159 -5.621 0.438
H 6.890 -2.426 5.039 0.580
H 1.941 0.967 1.196 -1.036
H 1.932 2.866 -5.702 0.410
H -0.828 3.535 -4.076 0.718
H 6.625 2.494 3.540 0.282
H 4.286 4.406 -1.220 0.242
H 0.976 -2.742 -1.175 0.321
H -2.351 -1.444 -2.382 0.374
H 0.692 -3.701 1.002 0.531
H 6.406 4.234 3.659 0.551
H -1.789 0.716 -3.350 0.513
H 8.035 -6.130 0.040 0.364
H 9.880 -3.076 -2.772 0.384
H -0.323 1.945 -2.017 -1.377
H 3.173 4.607 0.129 -0.117
H 4.169 5.183 2.768 0.433
H 3.673 4.630 -4.688 0.583
H 8.623 2.265 -0.573 0.453
H 9.402 -1.432 1.360 0.472
```

Summary:
- charge = +1
- multiplicity = 2
- frontier orbital gap (spin up / spin down) (eV) = 4.802 / 5.007


<x>
DFT (wB97M-V/def2-TZVPD) results for a structure of composition C62H74Ge2IrN7S4.

Structure (XYZ):
```
150
Properties=species:S:1:pos:R:3:mulliken_charge:R:1
Ir -0.650 2.819 -1.047 3.289
Ge 0.609 -1.463 -1.054 -1.018
Ge -0.700 -0.564 1.586 0.684
S -1.361 -2.077 -0.012 0.368
S -1.582 1.357 0.942 -1.033
S 1.505 -0.646 0.916 -0.050
S 0.307 0.309 -2.315 -0.414
N -4.237 0.280 -5.797 -0.595
N -0.646 2.923 -6.421 -0.613
N 1.296 3.319 -2.439 -0.128
N -0.774 5.185 -1.999 -0.209
N 0.815 3.789 0.514 -0.566
N -2.031 2.214 -2.465 -0.498
N -1.948 4.450 0.449 -0.354
C 4.235 -1.122 -1.623 1.238
C -1.154 -0.902 3.530 -0.623
C -0.366 -0.355 4.538 -0.580
C 1.519 -2.978 -2.025 -0.020
C 3.885 -0.732 -3.029 -1.584
C 3.198 1.906 3.888 0.432
C 2.717 2.593 -0.573 1.078
C 0.833 1.811 4.396 0.388
C 4.084 -2.686 0.228 0.840
C 2.730 -5.027 -3.440 -1.053
C 5.462 -0.711 0.424 0.355
C -3.655 -4.309 1.576 -0.687
C 0.123 4.128 1.756 0.647
C 3.550 -3.968 0.789 -1.991
C -0.727 -0.555 5.867 -0.097
C 3.729 -2.298 -1.067 0.629
C -3.396 0.968 -5.420 -0.085
C -1.085 5.021 1.474 -1.118
C 2.562 3.568 -1.742 -1.523
C -3.102 -2.332 2.822 -0.042
C 2.183 -1.729 4.038 -0.585
C 4.454 2.695 3.674 -1.832
C -1.437 2.384 -5.781 0.070
C -2.976 -3.842 -2.581 -0.712
C -2.818 -3.655 2.472 1.408
C 2.060 3.052 0.735 0.962
C 3.479 -4.226 -2.600 0.163
C -1.645 -4.163 -2.389 0.465
C 0.967 4.290 -3.485 -0.222
C 0.334 5.549 -2.889 -0.936
C 2.883 -3.186 -1.893 -1.115
C -4.566 -0.286 2.707 -1.575
C -4.798 -2.503 -3.666 -1.407
C -0.436 2.504 4.800 -1.761
C -3.358 -2.861 -3.491 0.138
C 3.215 0.524 3.805 -0.470
C 0.864 0.420 4.267 0.829
C -5.695 -4.404 0.113 -1.700
C -2.927 5.386 -0.116 -1.032
C -2.277 -1.656 3.847 -0.952
C -3.215 5.040 -1.578 -0.457
C -2.203 1.993 -3.599 0.980
C -4.762 -3.682 1.031 0.668
C -4.221 -1.682 2.286 1.700
C -0.667 -3.470 -3.116 1.433
C -5.026 -2.364 1.391 -1.253
C -2.375 -2.231 -4.244 -1.158
C -0.013 -1.876 -4.970 -1.231
C 2.072 -0.234 4.013 0.575
C -1.859 -1.277 6.191 -1.199
C 5.092 -0.341 -0.860 -0.569
C -2.102 5.494 -2.529 -0.864
C -1.243 -5.244 -1.433 -1.305
C -2.627 -1.830 5.184 0.375
C -1.658 -4.406 3.054 -1.863
C 6.445 0.103 1.208 -1.800
C 1.376 -4.791 -3.590 -0.109
C -2.368 1.776 -4.936 0.233
C 0.761 -3.761 -2.889 -0.335
C 4.947 -1.886 0.957 -0.303
C 1.999 2.534 4.203 -0.194
C -1.031 -2.526 -4.081 0.238
H 6.572 1.091 0.773 0.360
H -0.005 6.194 -3.705 0.546
H -6.650 -4.567 0.613 0.469
H -3.338 3.960 -1.648 0.141
H -0.102 -0.138 6.643 0.601
H -0.659 2.284 5.843 0.502
H 0.946 -1.755 -4.468 0.156
H 4.144 0.015 3.593 0.476
H 3.865 -4.106 1.821 0.431
H 1.086 6.108 -2.331 0.320
H -0.362 -0.898 -5.297 0.206
H -0.341 3.582 4.698 0.447
H 3.205 -5.823 -3.994 0.459
H -0.199 3.200 2.229 -0.956
H -4.913 -1.729 -4.420 0.348
H -1.280 2.157 4.203 0.241
H -0.679 5.714 -1.140 -0.002
H -5.213 -2.138 -2.726 0.219
H -0.735 5.997 1.120 0.385
H -5.892 -1.870 0.975 0.412
H 2.736 -2.081 3.170 -0.236
H -2.108 -5.619 -0.894 0.398
H 4.648 -0.086 -3.454 0.569
H 2.460 -3.982 0.749 0.231
H 2.728 -2.034 4.932 0.536
H 4.543 -4.385 -2.503 0.538
H -3.506 -2.413 5.421 0.555
H 3.404 3.445 -2.438 0.539
H -0.517 -4.871 -0.711 0.085
H 1.061 4.666 0.060 0.421
H 4.270 3.762 3.769 0.350
H 0.151 -2.486 -5.860 0.439
H 0.786 -5.388 -4.270 0.606
H -2.541 6.410 -0.048 0.352
H -3.441 -5.337 1.319 0.419
H -2.218 4.988 -3.490 0.370
H -2.434 3.645 0.838 0.306
H 2.594 4.602 -1.387 0.451
H 3.911 -4.811 0.200 0.486
H -5.455 0.059 2.184 0.453
H 1.981 3.608 4.327 0.484
H -3.730 -4.358 -2.005 0.552
H 1.857 4.566 -4.063 0.607
H 7.416 -0.391 1.211 0.385
H -4.755 -0.248 3.780 0.325
H 1.839 2.168 1.341 -1.687
H 0.243 3.833 -4.160 -0.423
H 5.251 -2.196 1.947 0.437
H -5.376 -3.376 -3.966 0.370
H -3.747 0.401 2.488 0.154
H 2.761 3.674 1.310 0.453
H 1.376 2.403 -2.880 0.054
H 0.789 4.656 2.453 0.428
H 6.127 0.207 2.243 0.307
H -5.889 -3.814 -0.780 0.298
H -2.193 6.578 -2.700 0.529
H -0.780 -6.070 -1.972 0.405
H -3.860 5.348 0.457 0.529
H 4.865 2.494 2.686 0.238
H 3.774 2.424 -0.370 0.673
H -1.082 -3.794 3.744 0.282
H 2.931 -0.198 -3.051 0.049
H -5.293 -5.372 -0.176 0.392
H 1.206 -2.205 4.057 -0.094
H -2.020 -5.283 3.591 0.477
H -2.139 -1.414 7.225 0.452
H -2.667 -1.499 -4.981 0.726
H -1.619 5.193 2.418 0.440
H -4.145 5.514 -1.888 0.564
H 3.780 -1.615 -3.658 0.329
H 5.206 2.414 4.410 0.497
H 2.289 1.632 -0.866 -0.907
H -1.000 -4.756 2.259 0.189
H 5.507 0.562 -1.288 0.490
```

Summary:
- charge = +1
- multiplicity = 2
- frontier orbital gap (spin up / spin down) (eV) = 4.555 / 4.761


<x> is the most stable structure; the next one sits 0.0029 hartree above it.


<w>
DFT (wB97M-V/def2-TZVPD) results for a structure of composition C10H8O2.

Structure (XYZ):
```
20
Properties=species:S:1:pos:R:3:mulliken_charge:R:1
O -2.287 -1.933 0.006 -0.556
O 3.776 0.420 0.041 -0.612
C -0.915 2.015 0.003 -0.912
C 0.103 0.822 0.018 0.947
C 1.902 -1.257 -0.057 -0.799
C -1.764 -0.725 -0.031 0.899
C -2.759 0.352 -0.075 -0.745
C 2.349 0.037 0.016 1.019
C -2.148 1.641 -0.027 -0.093
C 0.605 -1.437 -0.061 -0.594
C 1.483 1.084 0.013 -1.078
C -0.456 -0.542 -0.067 0.379
H -3.744 -0.115 -0.105 0.391
H -1.725 -2.483 0.575 0.291
H 1.747 1.886 -0.175 0.766
H -3.142 2.538 0.238 0.076
H 0.375 -2.778 0.087 -0.117
H 4.401 -0.544 -0.151 0.338
H 2.641 -2.088 -0.180 0.173
H -0.442 3.109 -0.066 0.224
```

Summary:
- charge = 0
- frontier orbital gap (eV) = 8.178


<x>
DFT (wB97M-V/def2-TZVPD) results for an isolated molecule of C10H8O2.

Structure (XYZ):
```
20
Properties=species:S:1:pos:R:3:mulliken_charge:R:1
O -1.285 2.278 0.039 -0.635
O -0.390 -1.740 -0.016 -0.422
C -3.295 0.278 -0.438 -1.094
C 2.809 1.055 0.134 -0.654
C -1.677 -1.372 0.500 -0.387
C 1.442 1.450 0.197 -0.064
C -2.046 0.005 -0.027 0.508
C 0.621 -0.808 0.013 0.245
C 1.970 -1.209 -0.291 -0.772
C 0.399 0.606 0.089 0.251
C -0.999 1.087 0.059 0.557
C 3.048 -0.294 -0.190 -0.172
H -1.724 -1.424 1.637 0.215
H -4.010 -0.457 -0.477 0.353
H 1.178 2.514 0.214 0.392
H -2.413 -2.151 0.209 0.329
H 4.099 -0.584 -0.505 0.289
H -3.550 1.250 -0.872 0.288
H 3.640 1.756 0.126 0.357
H 2.181 -2.241 -0.401 0.419
```

Summary:
- charge = 0
- SMILES = C=C1COc2ccccc2C1=O
- frontier orbital gap (eV) = 8.512


<x> is the most stable structure; the next one sits 0.1660 hartree above it.


<w>
DFT (wB97M-V/def2-TZVPD) results for an isolated molecule of C6H10S2.

Structure (XYZ):
```
18
Properties=species:S:1:pos:R:3:mulliken_charge:R:1
S -2.803 -0.318 0.175 -0.241
S 1.731 -1.058 -0.587 -0.178
C -0.012 -0.714 -0.303 -0.383
C 2.035 -0.052 0.987 -0.727
C 0.729 0.760 1.358 -0.904
C 0.616 1.726 -0.951 -1.634
C -0.031 0.758 0.051 0.933
C -1.243 0.118 -0.589 -0.048
H 0.094 2.706 -0.857 0.367
H -1.463 0.518 -1.587 0.267
H 0.178 0.266 2.158 0.274
H 2.891 0.596 0.831 0.425
H -2.326 -0.613 1.393 0.099
H 1.668 1.838 -0.767 0.337
H -0.263 -1.309 0.580 0.254
H 1.018 1.764 1.698 0.325
H 2.287 -0.734 1.807 0.386
H 0.500 1.408 -1.975 0.449
```

Summary:
- charge = 0
- SMILES = C[C@]12CCS[C@@H]1[C@H]2S
- frontier orbital gap (eV) = 9.277


<x>
DFT (wB97M-V/def2-TZVPD) results for a structure of composition C6H10S2.

Structure (XYZ):
```
18
Properties=species:S:1:pos:R:3:mulliken_charge:R:1
S -0.307 1.050 -2.327 -0.241
S -1.965 -1.748 -0.615 -0.206
C 1.449 0.544 -0.418 -0.961
C -0.182 -1.086 -0.453 -0.046
C -0.352 1.147 0.702 -0.446
C 0.210 -1.174 0.955 -0.732
C -0.061 0.505 -0.642 0.064
C 1.034 0.260 0.986 -0.416
H -0.713 -1.048 1.685 0.218
H 2.266 -0.149 -0.852 0.271
H -2.464 -0.697 0.087 0.118
H -0.326 2.277 0.549 0.268
H -1.887 1.084 -2.133 0.147
H 0.720 -2.181 1.079 0.331
H 0.467 -1.584 -1.281 0.388
H 1.798 1.465 -0.579 0.473
H 1.578 0.618 1.748 0.627
H -1.267 0.717 1.510 0.144
```

Summary:
- charge = 0
- frontier orbital gap (eV) = 9.544


<w> is the most stable structure; the next one sits 0.0535 hartree above it.